1.
A 2-piece molecular cluster, C20H26F6NO overall. Source: the Open Molecules 2025 dataset; level of theory: ωB97M-V/def2-TZVPD.

Each line ends with the natural charge from an NBO analysis.
Cartesian coordinates (Å):
H (-2.09, 4.60, 1.52)  0.212
C (-1.38, 5.11, 0.74)  -0.406
C (-2.16, 5.93, -0.31)  -0.404
C (-1.43, 7.20, -0.83)  -0.393
C (-0.65, 7.97, 0.28)  -0.220
C (0.43, 7.00, 0.79)  -0.393
C (-0.20, 5.77, 1.46)  -0.423
C (0.00, 9.25, -0.25)  -0.604
H (-0.96, 4.24, 0.21)  0.187
H (-2.36, 5.30, -1.19)  0.205
H (-3.13, 6.24, 0.11)  0.197
H (-0.70, 6.91, -1.61)  0.193
H (-2.15, 7.90, -1.28)  0.206
H (-1.33, 8.25, 1.13)  0.194
H (1.07, 6.66, -0.06)  0.192
H (1.10, 7.52, 1.50)  0.208
H (-0.44, 6.00, 2.51)  0.195
H (0.64, 5.07, 1.43)  0.232
H (0.71, 9.09, -1.07)  0.203
H (-0.75, 9.96, -0.60)  0.204
H (0.55, 9.77, 0.53)  0.206
C (-4.44, 2.18, 1.13)  -0.601
C (-3.66, 0.97, 1.59)  0.045
C (-4.18, 0.62, 3.00)  -0.613
C (-4.02, -0.14, 0.57)  -0.619
N (-2.22, 1.37, 1.59)  -0.211
C (-1.42, 0.32, 1.89)  0.538
O (-1.75, -0.84, 2.26)  -0.486
C (0.08, 0.55, 1.75)  -0.157
C (0.98, -0.48, 2.08)  -0.066
C (2.36, -0.29, 2.01)  -0.175
C (2.89, 0.93, 1.58)  -0.130
C (1.98, 1.88, 1.12)  -0.174
C (0.60, 1.74, 1.27)  -0.080
C (2.49, 3.20, 0.67)  0.983
F (1.91, 3.63, -0.50)  -0.321
F (2.17, 4.11, 1.68)  -0.338
F (3.84, 3.32, 0.52)  -0.314
C (3.30, -1.41, 2.42)  0.979
F (4.48, -1.38, 1.73)  -0.323
F (3.62, -1.32, 3.75)  -0.325
F (2.74, -2.64, 2.21)  -0.322
H (-4.16, 2.43, 0.10)  0.215
H (-5.52, 1.95, 1.15)  0.209
H (-4.25, 3.02, 1.81)  0.215
H (-3.79, -0.32, 3.38)  0.236
H (-3.91, 1.43, 3.70)  0.215
H (-5.27, 0.55, 2.98)  0.220
H (-3.63, -1.12, 0.81)  0.234
H (-5.11, -0.22, 0.51)  0.220
H (-3.67, 0.14, -0.44)  0.213
H (0.58, -1.45, 2.39)  0.249
H (3.95, 1.15, 1.55)  0.253
H (-0.09, 2.54, 1.03)  0.243

Calculated values
Net charge ... 0
HOMO energy (alpha / beta) ... -10.072 / -10.071 eV
Kohn-Sham gap (alpha / beta) ... 9.772 / 7.085 eV
Relative energy (zero: lowest compared OMol25 entry of this formula, charge and spin) ... 22.9 kcal/mol
⟨S²⟩ ... 0.774
Lowest unoccupied orbital energy (alpha / beta) ... -0.30 / -2.99 eV
Multiplicity ... 2

2.
C30H30BBrN10NiS as an isolated structure. Source: the Open Molecules 2025 dataset; level of theory: ωB97M-V/def2-TZVPD.

Each line ends with the Löwdin spin population.
Cartesian coordinates (Å):
Ni (-0.12, 0.26, 0.76)  1.151
C (-1.65, -2.56, 2.74)  0.000
C (-1.80, -2.40, 1.26)  0.001
C (-2.64, -3.20, 0.48)  0.000
C (-2.44, -2.79, -0.81)  -0.001
N (-1.55, -1.80, -0.80)  0.000
N (-1.14, -1.54, 0.47)  0.017
B (-0.87, -1.03, -1.95)  0.000
N (0.66, -1.20, -1.75)  0.002
C (1.51, -1.91, -2.51)  0.000
C (2.79, -1.71, -2.04)  0.001
C (2.63, -0.86, -0.94)  0.003
C (3.80, -0.34, -0.15)  -0.001
N (1.34, -0.59, -0.74)  0.051
N (-1.22, 0.49, -1.83)  -0.002
C (-1.81, 1.23, -2.78)  -0.001
C (-1.76, 2.54, -2.39)  0.001
C (-1.10, 2.55, -1.17)  0.003
C (-0.82, 3.82, -0.42)  0.000
N (-0.76, 1.29, -0.84)  0.008
N (-1.40, -1.48, -3.30)  0.000
C (-0.86, -1.78, -4.51)  0.000
C (-1.88, -2.03, -5.39)  0.000
C (-3.06, -1.86, -4.64)  0.000
C (-4.47, -2.01, -5.08)  0.000
N (-2.76, -1.53, -3.39)  0.000
H (-2.27, -3.40, 3.05)  0.000
H (-1.95, -1.68, 3.30)  0.000
H (-0.62, -2.79, 3.00)  0.000
H (-3.28, -4.00, 0.83)  0.000
H (-2.87, -3.14, -1.74)  0.000
H (1.17, -2.53, -3.31)  0.000
H (3.70, -2.11, -2.43)  0.000
H (4.71, -0.73, -0.60)  0.000
H (3.79, -0.66, 0.89)  0.000
H (3.88, 0.74, -0.17)  0.000
H (-2.23, 0.77, -3.66)  0.000
H (-2.14, 3.40, -2.92)  0.000
H (-1.02, 4.65, -1.10)  0.000
H (0.22, 3.90, -0.10)  0.000
H (-1.47, 3.94, 0.44)  0.000
H (0.19, -1.73, -4.72)  0.000
H (-1.79, -2.29, -6.43)  0.000
H (-4.52, -2.29, -6.13)  0.000
H (-5.02, -1.07, -4.95)  0.000
H (-4.99, -2.77, -4.49)  0.000
Br (-2.30, 0.98, 2.11)  0.055
C (-1.42, 2.52, 2.78)  -0.001
C (-2.10, 3.36, 3.60)  0.004
C (-1.46, 4.53, 4.06)  -0.001
C (-0.18, 4.81, 3.67)  0.000
C (0.53, 3.95, 2.80)  -0.007
C (1.84, 4.27, 2.36)  0.008
C (2.50, 3.45, 1.50)  -0.010
C (1.89, 2.25, 1.05)  -0.017
C (0.64, 1.92, 1.46)  -0.182
C (-0.09, 2.75, 2.35)  -0.020
H (-3.11, 3.15, 3.89)  0.001
H (-1.99, 5.21, 4.71)  0.000
H (0.31, 5.72, 4.01)  0.000
H (2.29, 5.19, 2.71)  0.000
H (3.48, 3.71, 1.14)  -0.001
H (2.41, 1.62, 0.36)  -0.003
S (0.71, -0.41, 2.86)  -0.027
C (1.99, -1.48, 2.53)  -0.008
N (3.12, -1.33, 3.28)  -0.008
C (4.15, -2.21, 3.23)  -0.001
C (4.07, -3.25, 2.36)  -0.007
C (2.91, -3.33, 1.57)  0.000
N (1.91, -2.49, 1.66)  -0.007
H (3.15, -0.54, 3.91)  0.000
H (4.99, -2.02, 3.89)  0.000
H (4.87, -3.98, 2.29)  0.000
H (2.80, -4.13, 0.85)  0.000

Calculated values
Net charge ... +1
HOMO energy (alpha / beta) ... -10.702 / -10.730 eV
Kohn-Sham gap (alpha / beta) ... 6.465 / 7.096 eV
Relative energy (zero: lowest compared OMol25 entry of this formula, charge and spin) ... 9.1 kcal/mol
⟨S²⟩ ... 0.901
Lowest unoccupied orbital energy (alpha / beta) ... -4.24 / -3.63 eV
Multiplicity ... 2

3.
C18H27NO3 in the gas phase. Source: the Open Molecules 2025 dataset; level of theory: ωB97M-V/def2-TZVPD.

Each line ends with the natural charge from an NBO analysis.
Cartesian coordinates (Å):
C (-0.85, 1.97, 2.30)  -0.608
C (0.48, 1.76, 1.55)  -0.226
C (1.23, 3.10, 1.48)  -0.385
C (2.50, 3.09, 2.39)  -0.494
C (2.17, 2.98, 3.89)  0.790
O (2.30, 1.90, 4.41)  -0.605
O (1.74, 4.09, 4.56)  -0.678
C (0.35, 1.14, 0.15)  -0.202
C (1.70, 0.89, -0.53)  -0.415
C (1.47, -0.25, -1.53)  -0.404
C (0.01, -0.59, -1.39)  -0.193
C (-0.49, -2.00, -1.76)  -0.256
C (-0.27, -2.24, -3.26)  -0.393
C (-0.83, -3.60, -3.66)  -0.498
C (-2.28, -3.76, -3.19)  0.681
O (-3.08, -4.49, -3.75)  -0.606
N (-2.72, -3.07, -2.07)  -0.615
C (-1.97, -2.11, -1.44)  0.196
C (-2.58, -1.31, -0.49)  -0.257
C (-1.87, -0.23, 0.24)  -0.433
C (-0.34, -0.22, 0.08)  0.024
C (0.24, -1.24, 1.12)  -0.642
H (-1.65, 2.49, 1.69)  0.206
H (-0.70, 2.52, 3.20)  0.208
H (-1.26, 0.98, 2.62)  0.207
H (1.04, 1.02, 2.12)  0.212
H (1.52, 3.37, 0.47)  0.211
H (0.52, 3.89, 1.79)  0.212
H (3.05, 4.01, 2.20)  0.224
H (3.10, 2.23, 2.14)  0.230
H (1.50, 3.71, 5.43)  0.496
H (-0.23, 1.84, -0.48)  0.199
H (2.48, 0.62, 0.17)  0.207
H (2.04, 1.78, -1.09)  0.211
H (1.68, 0.10, -2.54)  0.211
H (2.09, -1.15, -1.31)  0.201
H (-0.53, 0.05, -2.07)  0.202
H (0.08, -2.74, -1.24)  0.214
H (-0.73, -1.45, -3.88)  0.205
H (0.79, -2.21, -3.44)  0.215
H (-0.82, -3.74, -4.75)  0.245
H (-0.25, -4.43, -3.16)  0.231
H (-3.74, -3.05, -2.01)  0.416
H (-3.61, -1.50, -0.22)  0.201
H (-2.16, -0.34, 1.25)  0.210
H (-2.28, 0.72, -0.10)  0.207
H (0.11, -0.90, 2.15)  0.218
H (-0.23, -2.20, 0.98)  0.217
H (1.29, -1.43, 0.96)  0.206

Calculated values
Net charge ... 0
HOMO energy ... -7.985 eV
Kohn-Sham gap ... 8.642 eV
Relative energy (zero: lowest compared OMol25 entry of this formula, charge and spin) ... 0.0 kcal/mol
SMILES ... C[C@H](CCC(=O)O)[C@H]1CC[C@H]2[C@@H]3CCC(=O)NC3=CC[C@]12C
Lowest unoccupied orbital energy ... 0.66 eV
Multiplicity ... 1

4.
C48H94Br24ClN3O8 as an isolated structure. Source: the Open Molecules 2025 dataset; level of theory: ωB97M-V/def2-TZVPD.

Each line ends with the Löwdin charge.
Cartesian coordinates (Å):
C (5.72, 0.93, 5.44)  0.062
C (4.62, 1.28, 5.14)  -0.409
C (3.54, 2.07, 4.54)  -0.271
C (2.68, 1.32, 3.50)  -0.368
N (3.60, 0.53, 2.65)  0.042
C (3.23, 0.53, 1.23)  -0.227
C (3.88, 1.68, 0.47)  -0.179
C (3.15, 1.97, -0.86)  -0.234
C (2.69, 3.42, -0.95)  -0.110
O (2.03, 2.30, 2.71)  0.033
C (0.77, 2.67, 3.10)  -0.528
O (0.67, 4.02, 2.75)  0.093
O (0.59, 2.57, 4.50)  -0.071
C (-0.24, 3.54, 5.10)  -0.178
C (-0.68, 3.03, 6.46)  -0.176
N (-1.43, 1.78, 6.34)  -0.065
C (-2.86, 1.87, 6.62)  -0.176
C (-3.69, 2.21, 5.40)  -0.415
C (-4.23, 1.00, 4.67)  -0.051
O (-4.81, 3.00, 5.84)  -0.052
C (-0.37, 1.87, 2.39)  -0.294
O (-0.45, 2.26, 1.04)  -0.076
C (-1.66, 2.89, 0.68)  -0.166
C (-1.66, 3.01, -0.85)  -0.166
O (-2.45, 4.09, -1.29)  -0.140
C (-3.85, 3.80, -1.23)  -0.328
C (-4.58, 4.57, -0.13)  -0.061
N (-0.13, 0.42, 2.39)  -0.363
Cl (-0.51, -0.26, 3.95)  0.755
C (-1.02, -0.28, 1.41)  -0.200
C (-0.32, -0.63, 0.10)  -0.119
O (-0.21, -2.05, -0.09)  -0.084
C (0.66, -2.64, 0.79)  -0.587
O (1.81, -2.33, 0.85)  0.131
C (0.08, -3.68, 1.71)  -0.282
C (-1.29, -4.25, 1.31)  -0.126
H (6.69, 0.53, 5.62)  0.037
H (2.90, 2.55, 5.27)  0.082
H (4.00, 2.88, 3.97)  0.046
H (2.01, 0.61, 3.97)  0.052
H (3.57, -0.41, 3.01)  0.114
H (2.16, 0.47, 1.04)  0.071
H (3.66, -0.39, 0.81)  0.116
H (3.81, 2.57, 1.08)  0.099
H (4.92, 1.45, 0.28)  0.073
H (3.84, 1.77, -1.68)  0.100
H (2.27, 1.33, -0.91)  0.083
H (3.51, 4.11, -1.11)  0.073
H (2.01, 3.55, -1.80)  0.059
H (2.13, 3.73, -0.07)  0.064
H (-0.17, 4.20, 2.33)  0.090
H (0.30, 4.47, 5.27)  0.131
H (-1.15, 3.73, 4.53)  0.110
H (-1.27, 3.79, 6.98)  0.122
H (0.22, 2.81, 7.04)  0.115
H (-0.99, 1.02, 6.84)  0.093
H (-3.04, 2.58, 7.44)  0.116
H (-3.18, 0.89, 6.98)  0.123
H (-3.14, 2.82, 4.67)  0.120
H (-4.93, 0.43, 5.27)  0.085
H (-3.42, 0.36, 4.30)  0.049
H (-4.75, 1.35, 3.78)  0.074
H (-5.06, 3.57, 5.11)  0.082
H (-1.29, 2.14, 2.92)  0.146
H (-1.81, 3.89, 1.12)  0.132
H (-2.53, 2.30, 0.96)  0.121
H (-2.06, 2.07, -1.24)  0.119
H (-0.62, 3.12, -1.17)  0.128
H (-4.05, 2.73, -1.12)  0.063
H (-4.27, 4.12, -2.18)  0.043
H (-4.01, 5.45, 0.17)  0.078
H (-5.54, 4.91, -0.51)  0.070
H (-4.78, 3.94, 0.74)  0.062
H (-1.27, -1.23, 1.87)  0.079
H (-1.96, 0.24, 1.26)  0.110
H (0.63, -0.12, -0.03)  0.103
H (-0.97, -0.29, -0.71)  0.108
H (0.78, -4.51, 1.72)  -0.077
H (0.04, -3.29, 2.72)  0.120
H (-1.84, -4.47, 2.23)  0.079
H (-1.91, -3.55, 0.76)  0.039
H (-1.20, -5.20, 0.80)  0.008
Br (-0.34, -5.73, -3.15)  0.662
C (-0.28, -4.20, -1.93)  -0.650
C (1.02, -4.15, -1.18)  -0.521
Br (1.08, -5.47, 0.25)  0.946
H (-1.15, -4.28, -1.28)  0.038
H (-0.39, -3.32, -2.57)  0.001
H (1.13, -3.18, -0.68)  0.028
H (1.88, -4.33, -1.81)  0.079
Br (-3.08, 4.15, -5.18)  0.655
C (-4.20, 2.72, -5.87)  -0.713
C (-5.54, 2.69, -5.21)  -0.646
Br (-5.40, 1.93, -3.43)  0.698
H (-3.65, 1.80, -5.74)  -0.010
H (-4.30, 2.92, -6.93)  -0.019
H (-6.22, 2.03, -5.76)  0.065
H (-6.00, 3.67, -5.11)  0.058
Br (-2.94, -6.85, -7.45)  0.609
C (-2.66, -7.57, -5.66)  -0.706
C (-3.95, -8.01, -5.03)  -0.683
Br (-5.00, -6.49, -4.41)  0.619
H (-2.16, -6.80, -5.09)  -0.020
H (-2.00, -8.42, -5.79)  0.061
H (-3.75, -8.60, -4.14)  0.032
H (-4.59, -8.57, -5.71)  0.051
Br (-4.22, -1.67, -4.66)  0.597
C (-5.00, -2.91, -3.39)  -0.722
C (-5.40, -2.20, -2.12)  -0.707
Br (-3.83, -1.80, -1.02)  0.653
H (-4.27, -3.70, -3.23)  0.023
H (-5.88, -3.33, -3.88)  0.002
H (-6.03, -2.84, -1.50)  0.024
H (-5.90, -1.26, -2.31)  0.011
Br (-8.38, -1.91, -4.12)  0.682
C (-10.04, -1.94, -3.11)  -0.679
C (-9.81, -1.62, -1.66)  -0.686
Br (-9.04, -3.14, -0.71)  0.632
H (-10.49, -2.91, -3.27)  0.051
H (-10.67, -1.17, -3.57)  0.059
H (-10.75, -1.42, -1.16)  0.058
H (-9.13, -0.79, -1.51)  0.051
Br (-1.94, 0.23, -7.47)  0.639
C (-1.02, 0.63, -5.79)  -0.685
C (0.21, -0.21, -5.62)  -0.673
Br (-0.25, -2.03, -5.11)  0.654
H (-1.74, 0.48, -4.99)  0.032
H (-0.76, 1.69, -5.85)  0.054
H (0.82, 0.17, -4.80)  0.061
H (0.81, -0.27, -6.52)  0.053
Br (4.27, 6.61, 2.39)  0.611
C (5.54, 6.70, 3.86)  -0.698
C (6.74, 5.82, 3.61)  -0.670
Br (6.30, 3.94, 3.88)  0.708
H (5.00, 6.42, 4.76)  0.049
H (5.84, 7.74, 3.93)  0.054
H (7.53, 6.04, 4.32)  0.058
H (7.12, 5.91, 2.60)  0.051
Br (9.31, 2.35, -2.06)  0.595
C (9.86, 1.35, -0.48)  -0.705
C (8.68, 0.82, 0.29)  -0.690
Br (7.79, 2.20, 1.31)  0.620
H (10.48, 2.02, 0.11)  0.052
H (10.47, 0.54, -0.86)  0.014
H (9.01, 0.08, 1.02)  0.057
H (7.93, 0.37, -0.36)  0.049
Br (-0.31, -9.85, -1.83)  0.597
C (-0.82, -8.91, -0.20)  -0.706
C (-2.26, -9.16, 0.17)  -0.686
Br (-3.47, -8.11, -0.93)  0.609
H (-0.61, -7.86, -0.36)  -0.011
H (-0.15, -9.30, 0.56)  0.059
H (-2.45, -8.83, 1.19)  0.056
H (-2.54, -10.20, 0.07)  0.050
Br (2.79, 0.26, 6.45)  0.982
C (2.28, -1.20, 7.65)  -0.620
C (2.26, -0.76, 9.09)  -0.701
Br (4.06, -0.58, 9.81)  0.612
H (2.99, -2.01, 7.47)  0.053
H (1.29, -1.52, 7.34)  0.054
H (1.78, -1.50, 9.72)  0.055
H (1.78, 0.20, 9.22)  0.045
Br (13.66, 0.37, -1.74)  0.618
C (13.58, -1.52, -2.17)  -0.694
C (12.33, -2.16, -1.64)  -0.701
Br (12.41, -2.44, 0.28)  0.604
H (14.49, -1.97, -1.77)  0.050
H (13.60, -1.58, -3.25)  0.058
H (12.19, -3.15, -2.07)  0.058
H (11.44, -1.56, -1.83)  0.037
Br (-3.05, 3.94, -12.18)  0.614
C (-2.84, 3.19, -10.40)  -0.703
C (-4.16, 2.77, -9.81)  -0.688
Br (-5.19, 4.31, -9.20)  0.634
H (-2.33, 3.94, -9.80)  0.053
H (-2.19, 2.32, -10.52)  0.052
H (-4.00, 2.16, -8.93)  0.011
H (-4.79, 2.24, -10.52)  0.054

Calculated values
Net charge ... 0
HOMO energy ... -8.155 eV
Kohn-Sham gap ... 8.227 eV
Lowest unoccupied orbital energy ... 0.07 eV
Multiplicity ... 1